16
Properties=species:S:1:pos:R:3 method="wB97M-V/def2-TZVPD" gap_ev=9.114 total_charge=0 mol_weight_g_mol=116.12 homo_ev=-9.17 e_above_lowest_kj_mol=928.2
C 1.0763 1.6609 0.2776
C -0.9883 0.8176 -0.5929
C -0.3936 -0.4541 -1.1898
C -0.8027 -1.7853 -0.7146
H 1.4912 -0.6541 2.7682
H 1.8369 2.5531 0.1643
H -1.7925 1.4504 -1.0880
H -1.2371 0.6333 0.5783
H 0.3303 -0.4148 -2.2653
H -1.7251 -1.8037 -0.2297
H -0.5852 -2.6828 -1.4354
H 0.6218 -0.9010 0.7394
N 1.3596 0.9177 1.2631
N 0.4675 -1.2870 -0.1449
O 0.4958 -0.0234 2.2306
O -0.1549 1.9731 -0.3609